Computed, not measured: C7H10N4O2 in the gas phase in a non-equilibrium geometry, with ωB97M-V/def2-TZVPD.

```
! wB97M-V def2-TZVPD RIJCOSX def2/J DEFGRID3
* xyz 0 1
O 0.389 2.408 1.004
O -3.554 -1.107 0.032
N 1.353 -0.391 0.281
N -2.551 -0.674 -0.976
N 2.492 -0.809 -0.098
N -2.039 0.546 -0.480
C -0.329 1.948 0.096
C -2.838 0.924 0.680
C 2.622 -1.510 -1.165
C 0.214 -0.439 -0.362
C -3.730 -0.024 0.887
C -0.677 0.572 -0.201
C 3.522 -0.306 0.872
H 3.280 -0.514 1.885
H 1.729 -1.544 -1.734
H 3.222 0.795 0.759
H -2.673 1.904 1.220
H 4.575 -0.463 0.585
H -4.576 -0.283 1.446
H -3.164 -0.360 -1.683
H 3.416 -2.161 -1.335
H -0.145 -1.229 -0.974
H -0.537 2.716 -0.738
*
```

LUMO level (spin up / spin down) = 0.07 / 0.07 eV
Kohn-Sham gap (spin up / spin down) = 7.22 / 7.22 eV
E_HOMO (spin up / spin down) = -0.2625 / -0.2625 Eh
energy above the lowest of the compared OMol25 structures with the same formula, charge and spin = 889.1 kJ/mol

Per-atom Löwdin charges, elementary charge units:
1. O 0.009
2. O -0.083
3. N -0.005
4. N 0.079
5. N -0.261
6. N -0.113
7. C -0.232
8. C -0.041
9. C 0.064
10. C -0.109
11. C -0.107
12. C -0.232
13. C 0.028
14. H 0.075
15. H 0.056
16. H 0.123
17. H 0.144
18. H 0.093
19. H 0.107
20. H 0.106
21. H 0.059
22. H 0.097
23. H 0.144

=====

Computed, not measured: a gas-phase ion, C7H10NO4S (charge -1) in a non-equilibrium geometry, with ωB97M-V/def2-TZVPD.

```
! wB97M-V def2-TZVPD RIJCOSX def2/J DEFGRID3
* xyz -1 1
S 1.560 -1.475 -0.391
O 1.587 -2.879 0.074
O 2.284 -1.208 -1.619
O 2.296 0.303 1.531
O 2.165 1.664 -1.153
N -0.074 -1.353 -0.781
C 1.465 -0.569 1.212
C 3.408 0.938 0.776
C -1.358 -0.467 1.121
C 3.100 1.658 -0.359
C -0.603 -0.006 -1.168
C -0.970 -1.778 0.272
C -1.138 0.653 0.122
H -0.483 -2.367 1.060
H -0.349 1.258 0.414
H 0.034 0.576 -1.770
H -0.526 -0.447 1.960
H -2.222 -0.711 1.733
H -1.921 -2.222 -0.153
H -1.492 -0.010 -1.858
H 4.150 1.303 1.437
H -2.047 1.124 -0.095
H 4.106 2.160 -0.555
*
```

LUMO level = 3.64 eV
Kohn-Sham gap = 7.67 eV
E_HOMO = -0.1480 Eh
energy above the lowest of the compared OMol25 structures with the same formula, charge and spin = 492.6 kJ/mol

Per-atom Löwdin charges, elementary charge units:
1. S 0.644
2. O -0.372
3. O -0.323
4. O -0.084
5. O -0.076
6. N -0.229
7. C -0.106
8. C -0.110
9. C -0.199
10. C -0.452
11. C -0.177
12. C -0.231
13. C -0.180
14. H 0.097
15. H 0.073
16. H 0.078
17. H 0.089
18. H 0.083
19. H 0.123
20. H 0.117
21. H 0.052
22. H 0.082
23. H 0.102